Entry 1:
This record from OMol25 describes one molecule with the formula C5H5NO. The level of theory is ωB97M-V/def2-TZVPD.

Positions of all 12 atoms, in Å:
C  -0.5626  -0.8584  0.8965
C  -0.2214  -0.8038  -0.5679
O  1.0385  -0.4175  -1.0757
C  1.3740  0.7309  -0.3207
N  0.7313  2.1075  -0.6995
C  0.1391  1.2970  0.0741
C  -0.9843  0.3577  0.1119
H  0.1822  -0.6804  1.6663
H  -1.3406  -1.5604  1.1783
H  -0.7187  -1.5091  -1.2256
H  2.3650  0.7101  0.1089
H  -2.0024  0.6265  -0.1466

The highest occupied orbital energy comes out at -9.03 eV. The calculation puts the LUMO energy at 0.77 eV. The value obtained for the gap between HOMO and LUMO is 9.794 eV. The SMILES is C1[C@@H]2O[C@H]3N=C3[C@H]12. The total charge is 0. The energy above the lowest of the compared OMol25 structures with the same formula, charge and spin is 4.099 eV.

---

Entry 2:
This record from OMol25 describes one molecule with the formula C5H5NO. The level of theory is ωB97M-V/def2-TZVPD.

Positions of all 12 atoms, in Å:
N  -1.5880  1.9275  -0.9286
C  -0.5987  1.3497  -1.0758
C  0.5864  0.6298  -0.6955
C  0.6280  -0.8561  -0.7489
C  0.4364  -0.1861  0.5872
C  -0.8660  -0.3681  1.3097
O  -0.9284  -0.4347  2.5131
H  1.4958  1.2149  -0.7741
H  -0.2476  -1.3418  -1.1727
H  1.5794  -1.3253  -0.9668
H  1.2766  -0.1166  1.2680
H  -1.7740  -0.4932  0.6845

The highest occupied orbital energy comes out at -10.28 eV. The calculation puts the LUMO energy at 0.67 eV. The value obtained for the gap between HOMO and LUMO is 10.942 eV. The SMILES is N#C[C@@H]1C[C@@H]1C=O. The total charge is 0. The energy above the lowest of the compared OMol25 structures with the same formula, charge and spin is 1.568 eV.

---

Entry 3:
This record from OMol25 describes one molecule with the formula C5H5NO. The level of theory is ωB97M-V/def2-TZVPD.

Positions of all 12 atoms, in Å:
O  -1.1164  -1.2269  2.1604
C  -0.7170  -1.3828  1.0356
C  -0.6525  -0.2154  0.0449
C  0.6114  0.7858  0.2863
C  1.0213  0.9933  -1.1846
C  0.2719  -0.0174  -1.5938
N  -0.5196  -0.9405  -1.3664
H  -0.3639  -2.3302  0.5773
H  -1.5640  0.3900  0.0224
H  1.3850  0.3457  0.9361
H  0.2953  1.7217  0.7748
H  1.3484  1.8765  -1.6930

The highest occupied orbital energy comes out at -8.17 eV. The calculation puts the LUMO energy at 0.04 eV. The value obtained for the gap between HOMO and LUMO is 8.211 eV. The total charge is 0. The energy above the lowest of the compared OMol25 structures with the same formula, charge and spin is 4.748 eV.

---

Entry 4:
This record from OMol25 describes C5H5NO as an isolated structure. The level of theory is ωB97M-V/def2-TZVPD.

Positions of all 12 atoms, in Å:
N  -0.2648  -1.4638  1.5753
C  -0.4047  -0.3068  1.7788
C  -0.1907  0.8713  0.8675
O  1.2095  0.8146  0.5564
C  0.8824  0.3414  -0.7667
C  0.0323  -0.8830  -0.7954
C  -0.6126  0.4336  -0.5522
H  -0.5089  1.8470  1.2364
H  1.5187  0.7467  -1.5538
H  -0.1267  -1.3231  -1.7754
H  -0.1202  -1.9862  0.5444
H  -1.4144  0.9082  -1.1153

The highest occupied orbital energy (alpha / beta) comes out at -8.37 / -8.37 eV. The calculation puts the LUMO energy (alpha / beta) at -0.03 / -0.03 eV. The value obtained for the gap between HOMO and LUMO (alpha / beta) is 8.340 / 8.336 eV. The total charge is 0. The energy above the lowest of the compared OMol25 structures with the same formula, charge and spin is 6.139 eV.

---

Entry 5:
This record from OMol25 describes one molecule with the formula C5H5NO. The level of theory is ωB97M-V/def2-TZVPD.

Positions of all 12 atoms, in Å:
O  1.2809  -1.0863  1.0550
C  0.3208  -0.3792  0.8388
C  -0.4667  0.2512  1.8782
C  -1.1695  0.7890  2.6927
C  -0.1019  -0.0054  -0.5503
C  0.9189  -0.1296  -2.5611
N  0.4953  -0.8714  -1.5466
H  -1.7741  1.2537  3.4387
H  -1.1750  0.1427  -0.6913
H  0.4211  0.9530  -0.7155
H  0.1007  0.6227  -2.6973
H  1.1494  -1.5404  -1.1412

The highest occupied orbital energy comes out at -8.43 eV. The calculation puts the LUMO energy at -0.29 eV. The value obtained for the gap between HOMO and LUMO is 8.139 eV. The total charge is 0. The energy above the lowest of the compared OMol25 structures with the same formula, charge and spin is 5.287 eV.

---

Entry 6:
This record from OMol25 describes one molecule with the formula C5H5NO. The level of theory is ωB97M-V/def2-TZVPD.

Positions of all 12 atoms, in Å:
C  2.1815  -0.6718  -0.1874
C  1.4732  0.4895  0.0751
C  -0.0906  0.2364  0.2306
C  -1.2565  0.9014  -0.0113
C  -2.1809  -0.0741  -0.0254
N  -1.6884  -1.3005  -0.0463
O  -0.3645  -1.1242  0.3171
H  1.6964  -1.5962  -0.1849
H  3.2081  -0.6059  -0.1039
H  1.6495  1.5205  0.4094
H  -1.3903  2.0758  -0.1360
H  -3.2378  0.1492  -0.3369

The highest occupied orbital energy comes out at -9.17 eV. The calculation puts the LUMO energy at 0.36 eV. The value obtained for the gap between HOMO and LUMO is 9.531 eV. The SMILES is C=Cc1ccno1. The total charge is 0. The energy above the lowest of the compared OMol25 structures with the same formula, charge and spin is 3.475 eV.

---

Entry 7:
This record from OMol25 describes one molecule with the formula C5H5NO. The level of theory is ωB97M-V/def2-TZVPD.

Positions of all 12 atoms, in Å:
N  1.2236  -2.0481  -1.6271
C  0.9772  -0.9806  -1.2516
C  0.6261  0.3403  -0.7730
C  0.8585  0.6816  0.6729
C  -0.5605  0.4937  0.1794
C  -1.5046  -0.6295  0.5926
O  -2.6522  -0.3472  0.8611
H  0.7585  1.1271  -1.5157
H  1.3049  -0.0723  1.3161
H  1.1905  1.6995  0.8784
H  -1.1362  1.4007  0.0313
H  -1.0860  -1.6653  0.6357

The highest occupied orbital energy comes out at -10.37 eV. The calculation puts the LUMO energy at 0.61 eV. The value obtained for the gap between HOMO and LUMO is 10.977 eV. The SMILES is N#C[C@@H]1C[C@@H]1C=O. The total charge is 0. The energy above the lowest of the compared OMol25 structures with the same formula, charge and spin is 1.444 eV.

---

Entry 8:
This record from OMol25 describes one molecule with the formula C5H5NO. The level of theory is ωB97M-V/def2-TZVPD.

Positions of all 12 atoms, in Å:
H  2.3411  -0.1897  -0.6403
N  1.6522  -0.7394  -1.1619
C  0.4998  -0.2231  -1.0583
C  0.0999  1.0264  -0.3111
C  -1.0201  0.7635  0.6702
C  -1.2410  -0.4125  1.2512
C  -0.7124  -1.6127  1.2643
O  -0.3897  -2.7218  1.4307
H  -0.3254  -0.7371  -1.5643
H  0.9603  1.4325  0.2408
H  -0.2028  1.7995  -1.0295
H  -1.6619  1.6145  0.9081

The highest occupied orbital energy comes out at -9.18 eV. The calculation puts the LUMO energy at -0.57 eV. The value obtained for the gap between HOMO and LUMO is 8.605 eV. The SMILES is [H]/N=C\CC=C=C=O. The total charge is 0. The energy above the lowest of the compared OMol25 structures with the same formula, charge and spin is 2.664 eV.